No. 1
Here is C18H48BF4FeO18S6 as an isolated structure from the OMol25 dataset. Energies are from ωB97M-V/def2-TZVPD.

CARTESIAN COORDINATES (ANGSTROEM)
1 Fe -0.76601 2.01912 -2.54567
2 B -0.05934 -0.20838 -0.12994
3 F 1.24478 0.15556 0.15989
4 F -0.39027 0.54383 -1.24037
5 F -0.11418 -1.46976 -0.57359
6 F -0.89268 -0.11535 0.86103
7 O -4.92936 2.76723 -0.99087
8 S -3.72894 2.19462 -0.45703
9 O -2.54663 2.10251 -1.34467
10 O -3.29259 3.09118 0.90105
11 C -4.29939 3.32137 1.80091
12 C -4.06114 4.68951 2.41222
13 C -4.07637 0.58217 0.32124
14 H -4.17591 2.59863 2.60745
15 H -5.31891 3.24108 1.42379
16 H -3.04747 4.81961 2.79121
17 H -4.74044 4.71961 3.26413
18 H -4.25854 5.27443 1.51389
19 H -3.40655 0.58578 1.18113
20 H -3.74199 -0.17312 -0.38998
21 H -5.12299 0.57007 0.62547
22 O 2.55675 -0.33006 -3.52863
23 S 2.66372 0.93528 -2.88640
24 O 1.43777 1.71165 -2.63288
25 O 3.53541 0.65506 -1.50922
26 C 3.67571 1.68754 -0.54034
27 C 4.21440 0.96083 0.64243
28 C 3.98188 1.89004 -3.87223
29 H 2.68333 2.07364 -0.30750
30 H 4.44682 2.34554 -0.94100
31 H 5.26263 0.67663 0.55008
32 H 3.60294 0.10624 0.93208
33 H 4.18796 1.69998 1.44310
34 H 4.53768 2.40250 -3.08700
35 H 3.58468 2.58158 -4.61526
36 H 4.52647 1.07064 -4.34139
37 O 1.69371 3.98578 0.87056
38 S 0.31334 3.72542 0.44547
39 O -0.03931 3.18889 -0.84142
40 O -0.49247 2.94534 1.63973
41 C -0.03535 3.07974 2.94994
42 C -0.76966 2.05860 3.82044
43 C -0.62154 5.40085 0.53314
44 H -0.33511 4.06666 3.30239
45 H 1.05023 3.00771 3.01648
46 H -1.80145 2.32623 4.04821
47 H -0.26041 1.89735 4.77058
48 H -0.77955 1.10696 3.28904
49 H -1.67919 5.24849 0.74824
50 H -0.42232 5.79671 -0.46269
51 H -0.14888 5.97191 1.33225
52 O 4.37349 -4.92212 -1.31247
53 S 3.22124 -4.02859 -1.25947
54 O 2.22765 -4.12293 -2.30852
55 O 2.45335 -4.30787 0.20752
56 C 3.17987 -4.28858 1.37038
57 C 2.37905 -5.14094 2.35929
58 C 3.78949 -2.35539 -1.09839
59 H 3.22205 -3.24661 1.68758
60 H 4.23063 -4.55668 1.26025
61 H 1.33779 -4.88665 2.55734
62 H 2.95875 -5.28167 3.27156
63 H 2.39223 -6.13810 1.91929
64 H 4.05408 -2.12433 -2.13024
65 H 4.63247 -2.32992 -0.40786
66 H 2.94995 -1.69312 -0.88705
67 O 1.73170 -0.85129 5.56472
68 S 1.36250 -1.70418 4.43300
69 O 1.51507 -3.14152 4.42764
70 O -0.22722 -1.28305 3.95687
71 C -0.86664 -2.20436 3.07845
72 C -2.37115 -1.80448 3.06478
73 C 2.26266 -0.93125 2.93448
74 H -0.83394 -3.19088 3.54085
75 H -0.37154 -2.33532 2.11625
76 H -2.49186 -0.76655 2.75460
77 H -2.76195 -2.03572 4.05569
78 H -2.86695 -2.43606 2.32763
79 H 1.88599 -1.44954 2.05266
80 H 3.33499 -0.97159 3.12573
81 H 1.86683 0.08373 2.96954
82 O -1.04014 0.19072 -3.59298
83 S -1.90381 -0.99138 -3.62311
84 O -3.08115 -1.07377 -2.70605
85 O -2.53332 -1.17323 -5.14048
86 C -3.38660 -2.28996 -5.38348
87 C -3.84210 -2.34987 -6.83418
88 C -0.85216 -2.51131 -3.47365
89 H -4.25711 -2.19677 -4.73415
90 H -2.78549 -3.17364 -5.16930
91 H -4.50039 -3.16748 -7.12789
92 H -2.92123 -2.50340 -7.39678
93 H -4.26166 -1.37330 -7.07583
94 H -0.42334 -2.60630 -2.47605
95 H -0.15112 -2.51622 -4.30828
96 H -1.47649 -3.40159 -3.54929

multiplicity	6
lowest unoccupied orbital energy (spin up / spin down)	-8.608 / -11.886	eV
highest occupied orbital energy (spin up / spin down)	-14.27 / -14.27	eV
max |F|	7.16	eV/A
total charge	+2

Here are the Löwdin charges for atoms 1 to 6, given in e: 1.500, -1.516, 0.176, 0.084, 0.223, 0.278

***

No. 2
Here is C18H36BrCl2F4Mg2N3O10 as an isolated structure from the OMol25 dataset. Energies are from ωB97M-V/def2-TZVPD.

CARTESIAN COORDINATES (ANGSTROEM)
1 C -1.81820 -3.23141 -1.18406
2 C -2.15358 -2.08137 -0.24996
3 C -2.75508 -0.80220 -0.83589
4 Br -3.65049 -1.12807 -2.53642
5 C -1.83709 0.42401 -0.91023
6 O -2.41420 1.54430 -1.53534
7 C -2.31606 1.69005 -2.93683
8 C -1.04731 1.11880 -3.56976
9 N -0.49628 -0.08432 -2.86524
10 N 0.75014 -0.41345 -3.58234
11 C 0.46378 -1.10054 -4.87966
12 C 1.70894 -1.17669 -2.84272
13 C 1.48952 -2.47712 -2.17470
14 O 2.89103 -0.79764 -2.85584
15 C -0.39540 0.23160 -1.39560
16 C 0.38289 1.52233 -1.05779
17 C 1.83958 1.68541 -1.46422
18 O 2.19626 3.07388 -1.34026
19 C 2.83490 1.01720 -0.53113
20 F 2.43186 -0.13946 -0.04902
21 F 3.01093 1.83575 0.61930
22 F 4.03464 0.90671 -1.01498
23 H -2.70422 -3.79577 -1.43972
24 H -1.15841 -3.91638 -0.66090
25 H -1.29921 -2.93423 -2.09139
26 H -1.31093 -1.83764 0.39351
27 H -2.90464 -2.47253 0.42650
28 H -3.55660 -0.50270 -0.17472
29 H -1.73461 0.71103 0.12915
30 H -3.18942 1.28001 -3.42360
31 H -2.31627 2.75552 -3.14584
32 H -0.24329 1.84313 -3.61562
33 H -1.27033 0.85257 -4.59520
34 H -1.19799 -0.84138 -2.96745
35 H -0.57279 -0.95576 -5.15424
36 H 1.10481 -0.66936 -5.63848
37 H 0.65634 -2.16622 -4.81869
38 H 2.46799 -2.84186 -1.87519
39 H 0.84811 -2.40552 -1.30719
40 H 1.07840 -3.19407 -2.88111
41 H 0.02181 -0.58399 -0.82510
42 H 0.35049 1.55485 0.02302
43 H -0.15439 2.38998 -1.41969
44 H 2.03414 1.38694 -2.48575
45 H 2.53569 3.46993 -2.15797
46 C -0.27831 1.18561 3.25164
47 C -0.75493 2.55785 3.64457
48 O -1.47010 2.50370 4.87866
49 O -1.35440 0.28426 3.03137
50 H 0.24905 1.25813 2.29841
51 H 0.42083 0.77883 3.98991
52 H -1.45405 2.94231 2.90204
53 H 0.08072 3.25363 3.73025
54 H -0.84879 2.30672 5.59822
55 H -1.99733 0.42078 3.73897
56 C -0.82195 -5.24417 4.70470
57 C -0.96638 -4.02994 3.82643
58 O -1.08033 -4.09982 2.61016
59 N -0.96478 -2.80624 4.42047
60 C -0.83600 -2.46690 5.82481
61 H -0.84206 -6.12331 4.07047
62 H 0.12089 -5.22168 5.25139
63 H -1.63918 -5.30612 5.42341
64 H -1.07738 -2.05824 3.75397
65 H -1.71633 -1.92855 6.18145
66 H 0.04109 -1.83950 5.99838
67 H -0.72816 -3.36722 6.41865
68 O 2.68210 7.47979 -1.42692
69 Cl 3.40205 6.35389 -1.02607
70 O 3.30018 5.25386 -1.96914
71 O 2.67463 5.79813 0.22936
72 O 4.73440 6.56835 -0.64156
73 Mg 2.61022 3.94185 0.38277
74 F 4.13955 -2.33117 -3.46257
75 Cl 3.62564 0.36328 -4.15940
76 Mg -1.88637 4.82761 5.42356

multiplicity	1
lowest unoccupied orbital energy	-8.477	eV
highest occupied orbital energy	-10.39	eV
relative energy (zero: lowest compared OMol25 entry of this formula, charge and spin)	0.000	eV
max |F|	0.98	eV/A
total charge	+2

Here are the Löwdin charges for atoms 1 to 6, given in e: -0.127, -0.259, -0.548, 0.931, -0.322, -0.078

***

No. 3
Here is a 2-piece molecular cluster, C9H8F2N2 overall from the OMol25 dataset. Energies are from ωB97M-V/def2-TZVPD.

CARTESIAN COORDINATES (ANGSTROEM)
1 C 1.19097 1.26817 1.52748
2 C -2.80092 -0.50231 -0.89795
3 C -1.78764 -1.37046 -1.21714
4 C -2.49404 0.74699 -0.37367
5 C -0.49734 -1.20166 -0.64348
6 C -1.24380 1.00280 0.22250
7 C -0.29016 -0.04918 0.04100
8 C 1.77104 -1.09849 1.08314
9 C 0.90333 0.11351 0.86416
10 N 1.62442 2.18396 2.10394
11 N 2.15788 1.42864 -1.07293
12 F 1.13499 -2.00985 1.93839
13 F 2.98525 -0.78532 1.54186
14 H -3.86317 -0.55260 -1.22033
15 H -1.96659 -2.14765 -1.88359
16 H -3.38653 1.39629 -0.26847
17 H 0.34121 -1.91193 -0.77245
18 H -0.80445 1.93797 0.56025
19 H 1.97366 -1.70077 0.05840
20 H 2.10080 2.32735 -0.70235
21 H 2.95108 0.92457 -0.88875

multiplicity	1
lowest unoccupied orbital energy (spin up / spin down)	-0.792 / -1.888	eV
highest occupied orbital energy (spin up / spin down)	-8.62 / -9.86	eV
relative energy (zero: lowest compared OMol25 entry of this formula, charge and spin)	3.844	eV
max |F|	4.16	eV/A
total charge	0

Here are the Löwdin charges for atoms 1 to 6, given in e: -0.250, -0.093, -0.047, -0.070, -0.011, 0.017

***

No. 4
Here is a 4-piece molecular cluster, C25H27F29N5O4 overall from the OMol25 dataset. Energies are from ωB97M-V/def2-TZVPD.

CARTESIAN COORDINATES (ANGSTROEM)
1 N 0.83828 3.79575 -3.45014
2 C 1.72018 3.11572 -3.73709
3 O 2.58501 2.23522 -4.18092
4 C 2.35548 0.92134 -3.63816
5 C 3.14526 0.75712 -2.32480
6 C 2.53176 1.46245 -1.09533
7 C 2.80165 0.69817 0.20423
8 C 1.98018 -0.56661 0.31018
9 F 2.02389 -1.32817 -0.80024
10 F 2.50291 -1.32527 1.28963
11 C 0.48496 -0.35821 0.68938
12 F -0.23266 -1.29977 0.07108
13 F 0.00722 0.79782 0.28730
14 F 0.25817 -0.49171 1.96416
15 C 2.96992 -0.07350 -4.65373
16 N 1.92245 -0.97331 -5.25088
17 C 1.33602 -1.63281 -4.18046
18 N 1.42574 -2.96725 -3.97636
19 N 0.70647 -3.87685 -4.83545
20 N 0.63377 -0.86159 -3.34889
21 C 0.86422 0.57038 -3.54865
22 H 4.13035 1.20128 -2.49818
23 H 3.31998 -0.30905 -2.17855
24 H 3.00632 2.44226 -1.00686
25 H 1.47319 1.68601 -1.23388
26 H 3.86365 0.44333 0.24065
27 H 2.61505 1.32508 1.07780
28 H 3.71498 -0.71830 -4.18084
29 H 3.49814 0.47602 -5.43305
30 H 2.40366 -1.70585 -5.76259
31 H 1.95151 -3.32380 -3.19511
32 H 0.79390 -4.78701 -4.40244
33 H 1.18054 -3.90288 -5.73415
34 H 0.69032 -1.17245 -2.37798
35 H 0.30062 1.13163 -2.80698
36 H 0.41962 0.82181 -4.51723
37 C 6.79417 -3.64766 -0.42896
38 C 7.68857 -3.89167 0.80719
39 C 7.99926 -5.33807 1.20649
40 F 6.89170 -6.01591 1.55426
41 F 8.81906 -5.32910 2.27918
42 F 7.18407 -3.21283 1.85772
43 F 8.88919 -3.32574 0.51129
44 O 5.41640 -3.31712 -0.21555
45 C 4.42748 -4.28371 -0.12151
46 C 3.73128 -4.24939 1.24182
47 F 4.60184 -4.49566 2.23320
48 F 2.77408 -5.20283 1.28758
49 F 4.88644 -5.49986 -0.43411
50 F 3.49549 -3.97119 -1.06459
51 H 7.19874 -2.74249 -0.88012
52 H 6.91300 -4.42496 -1.18248
53 H 8.50355 -5.86707 0.39259
54 H 3.27394 -3.27745 1.41787
55 C -4.48963 0.47272 2.34645
56 C -5.35425 -0.28859 1.31838
57 C -6.43218 -1.24529 1.83615
58 F -5.91120 -2.26913 2.53179
59 F -7.09308 -1.77437 0.77928
60 F -4.54612 -0.92765 0.44205
61 F -6.01854 0.66776 0.60991
62 O -3.17197 -0.01581 2.60964
63 C -2.91397 -0.95874 3.59551
64 C -2.31051 -2.23454 3.00691
65 F -3.15183 -2.81278 2.12934
66 F -2.07041 -3.12250 3.99530
67 F -3.99337 -1.20469 4.34827
68 F -1.98532 -0.41954 4.41185
69 H -4.30684 1.44247 1.88583
70 H -5.03355 0.69206 3.26378
71 H -7.15443 -0.71471 2.46272
72 H -1.37726 -2.01245 2.49371
73 C -6.24233 5.35643 0.78248
74 C -5.67477 6.78299 0.60590
75 C -4.15592 6.95119 0.49958
76 F -3.51888 6.56242 1.61827
77 F -3.86725 8.25860 0.30968
78 F -6.16532 7.58180 1.57368
79 F -6.17432 7.23966 -0.57509
80 O -6.64595 4.94104 2.08858
81 C -5.78038 4.33543 2.98233
82 C -5.62302 5.15172 4.26638
83 F -5.11311 6.36550 4.00288
84 F -4.77110 4.50990 5.09695
85 F -4.59865 4.03770 2.41200
86 F -6.34246 3.15288 3.32099
87 H -7.17945 5.36663 0.22757
88 H -5.62430 4.60562 0.29131
89 H -3.76182 6.38726 -0.35083
90 H -6.58827 5.27451 4.76119

multiplicity	1
lowest unoccupied orbital energy	-4.410	eV
highest occupied orbital energy	-13.21	eV
max |F|	2.72	eV/A
total charge	+1

Here are the Löwdin charges for atoms 1 to 6, given in e: 0.214, -0.321, 0.068, -0.388, -0.094, -0.141

***

Q: total charge of number 2 (C18H36BrCl2F4Mg2N3O10)?
A: +2

***

Q: Number 3 is which compound?
A: C9H8F2N2

***

Q: Look up the multiplicity of the fourth one.
A: 1